1.
# C25H23F3N4O6S

A cluster of 2 separate species, C25H23F3N4O6S in total (ωB97M-V with the def2-TZVPD basis set, OMol25).

Values from the calculation:
- charge = 0
- E_tot (eV) = -63519.3626

```
62
Properties=species:S:1:pos:R:3:forces:R:3
C -3.147 3.730 -0.761 0.22 -0.28 0.92
C -2.721 3.354 0.507 -0.35 0.22 -0.55
C -1.376 2.984 0.754 0.45 -0.07 -0.50
C -0.942 2.544 2.033 0.38 -0.13 0.39
C 0.386 2.248 2.283 -0.83 0.42 -0.14
C 1.305 2.293 1.220 -0.35 0.09 -0.65
C 0.881 2.516 -0.085 0.46 0.09 0.43
C 1.885 2.210 -1.185 0.46 1.14 -0.03
C 2.628 0.886 -0.974 -1.08 -0.16 0.06
C 3.059 0.097 -2.165 -0.44 -0.20 -0.27
C 3.525 -1.254 -1.532 0.48 0.38 -0.16
C 5.006 -0.956 -1.289 0.33 -0.59 -0.11
C 5.021 -0.019 -0.117 -0.64 0.54 0.63
N 3.687 0.785 0.110 -0.35 -3.12 1.09
C 2.969 -0.391 0.896 0.50 1.21 0.00
C 2.830 -1.534 -0.127 -0.07 -0.59 -0.83
C -0.438 3.017 -0.341 -0.25 -0.53 0.99
C -0.886 3.487 -1.594 -0.50 -0.12 -0.33
C -2.221 3.788 -1.818 0.76 -0.02 0.09
H -4.190 3.996 -0.930 0.25 -0.09 0.04
H -3.420 3.331 1.344 0.12 0.01 -0.24
H -1.687 2.449 2.825 0.20 0.09 -0.16
H 0.730 1.954 3.273 -0.17 0.14 -0.16
H 2.361 2.094 1.407 -0.37 -0.12 -0.03
H 1.404 2.176 -2.172 0.08 -0.12 0.28
H 2.535 3.078 -1.205 -0.17 -0.13 -0.16
H 1.771 0.291 -0.623 0.33 0.27 0.02
H 2.220 -0.045 -2.857 0.14 0.16 0.10
H 3.867 0.646 -2.679 -0.21 -0.63 -0.16
H 3.380 -2.105 -2.218 0.00 0.35 0.36
H 5.594 -1.851 -1.052 -0.08 0.10 -0.01
H 5.498 -0.452 -2.131 -0.30 -0.48 -0.18
H 5.154 -0.628 0.791 -0.07 0.53 -0.26
H 5.864 0.648 -0.126 0.05 -0.03 -0.17
H 3.562 -0.683 1.769 -0.07 0.18 -0.19
H 1.992 -0.050 1.253 0.31 -0.04 -0.11
H 1.758 -1.742 -0.291 0.43 -0.11 0.02
H 3.277 -2.431 0.312 -0.09 -0.09 -0.26
H -0.151 3.606 -2.384 -0.22 -0.08 -0.08
H -2.556 4.074 -2.812 0.12 0.08 0.16
O 7.436 2.013 2.423 -0.51 0.86 -0.08
S 6.538 3.038 1.946 -0.68 -1.00 -0.73
O 5.251 3.314 2.544 1.16 0.01 -0.12
C 7.554 4.624 1.910 0.18 0.72 0.14
F 7.798 4.995 3.178 -0.20 -0.27 -0.92
F 8.732 4.432 1.274 -1.00 0.06 0.47
F 6.872 5.603 1.277 0.54 -0.84 0.51
C 6.235 2.784 0.193 -2.17 -0.07 -0.01
C 4.877 2.770 -0.292 2.27 3.01 1.35
C 4.826 3.051 -1.681 -0.51 1.36 -0.94
N 4.093 4.056 -2.327 0.32 -0.79 0.31
O 3.308 4.920 -1.939 0.86 -1.44 -0.70
O 4.493 4.018 -3.686 0.30 -0.15 1.35
N 5.645 3.267 -3.821 -0.17 -0.86 2.13
C 5.861 2.719 -2.577 0.20 1.52 -2.58
C 7.144 2.354 -2.038 -0.02 -0.24 2.02
N 8.208 1.853 -2.878 2.17 -1.09 -1.57
O 7.923 1.436 -4.025 0.05 1.08 2.47
O 9.375 1.809 -2.419 -2.46 0.33 -0.50
C 7.335 2.531 -0.649 0.16 -0.57 -2.27
H 4.053 3.053 0.346 0.28 0.17 0.06
H 8.332 2.420 -0.223 -0.21 -0.08 -0.25
```
Forces are in eV/Å.

2.
# C4H7ClO

The molecule C4H7ClO (ωB97M-V with the def2-TZVPD basis set, OMol25).

Values from the calculation:
- charge = 0
- E_tot (eV) = -18829.5531
- energy above the lowest of the compared OMol25 structures with the same formula, charge and spin (kJ/mol) = 190.6
- SMILES = C=C[C@@H](Cl)CO

```
13
Properties=species:S:1:pos:R:3:forces:R:3
C -1.379 -0.318 0.539 0.98 1.85 -3.11
C -0.143 0.640 0.467 -0.77 -2.49 1.06
C 0.832 -0.163 -0.244 -0.97 -1.55 -4.25
C 2.131 -0.213 -0.274 3.15 -0.47 0.72
H -1.948 0.087 -1.289 -0.06 -1.11 0.67
H -2.177 0.182 0.896 -2.41 1.58 2.42
H -1.039 -1.121 1.086 0.25 -2.02 1.14
H 0.168 0.801 1.468 0.21 0.52 1.07
H 0.290 -0.737 -1.101 1.15 1.09 1.29
H 2.788 -0.697 -1.037 -1.29 -0.03 0.46
H 2.791 0.124 0.534 -0.51 0.64 -0.11
O -1.895 -0.738 -0.737 0.79 0.82 -0.65
Cl -0.417 2.150 -0.308 -0.52 1.17 -0.70
```
Forces are in eV/Å.